[1]
Here is a cluster of 2 separate species, C25H40F3NO4 in total from the Open Molecules 2025 dataset. Energies are from ωB97M-V/def2-TZVPD.

HOMO-LUMO gap	0.13590	Ha
DFT total energy	-1631.74295	a.u.

Element x y z (Å)
C1 2.909 -0.804 2.980
O1 2.731 -0.139 1.754
C2 3.839 0.655 1.423
C3 3.582 1.465 0.159
C4 2.112 1.758 -0.086
C5 1.746 3.243 -0.252
C6 0.814 3.696 0.875
C7 -0.442 4.424 0.431
C8 -1.557 3.517 -0.111
C9 -1.788 2.255 0.676
N1 -2.032 2.507 2.133
C10 -3.388 3.066 2.428
C11 -4.454 2.137 1.896
C12 -4.260 1.996 0.399
C13 -2.901 1.347 0.171
C14 -2.695 0.927 -1.274
C15 -2.802 -0.562 -1.535
O2 -3.384 -0.975 -2.509
C16 -2.173 -1.470 -0.543
C17 -0.829 -1.707 -0.578
C18 -0.273 -2.531 0.363
C19 -1.064 -3.086 1.327
C20 -2.411 -2.856 1.356
C21 -2.969 -2.037 0.411
H1 2.392 -1.741 2.952
H2 2.521 -0.207 3.801
H3 3.952 -0.978 3.189
H4 4.148 1.297 2.245
H5 4.689 0.006 1.238
H6 4.190 2.355 0.220
H7 3.967 0.908 -0.677
H8 1.480 1.323 0.671
H9 1.847 1.266 -1.008
H10 2.646 3.835 -0.226
H11 1.271 3.422 -1.208
H12 1.360 4.394 1.491
H13 0.620 2.841 1.509
H14 -0.177 5.115 -0.351
H15 -0.824 4.957 1.293
H16 -1.331 3.222 -1.122
H17 -2.468 4.104 -0.143
H18 -0.889 1.665 0.592
H19 -1.311 3.097 2.546
H20 -1.961 1.603 2.602
H21 -3.478 3.153 3.497
H22 -3.494 4.020 1.943
H23 -4.299 1.164 2.342
H24 -5.428 2.516 2.150
H25 -4.978 1.294 0.012
H26 -4.334 2.953 -0.094
H27 -2.884 0.503 0.847
H28 -1.752 1.268 -1.673
H29 -3.463 1.399 -1.866
H30 -0.264 -1.236 -1.360
H31 0.782 -2.702 0.334
H32 -0.622 -3.717 2.076
H33 -3.029 -3.294 2.114
H34 -4.024 -1.846 0.442
C22 0.745 -4.013 -3.007
C23 1.576 -5.031 -3.780
O3 2.907 -4.652 -4.002
C24 3.865 -4.820 -2.882
O4 3.827 -5.961 -2.290
C25 3.724 -3.646 -1.857
F1 3.429 -2.435 -2.427
F2 4.894 -3.448 -1.209
F3 2.797 -3.824 -0.888
H35 0.978 -3.002 -3.347
H36 -0.327 -4.196 -3.140
H37 0.947 -4.067 -1.942
H38 1.141 -5.128 -4.782
H39 1.515 -6.021 -3.317
H40 4.817 -4.538 -3.402

The Mulliken scheme yields these atomic charges, measured in e:
1 C -0.90
2 O -0.21
3 C -0.82
4 C -0.94
5 C -0.13
6 C -0.89
7 C -0.66
8 C -1.36
9 C -0.35
10 C -0.76
11 N 0.21
12 C -0.68
13 C -0.68
14 C -1.35
15 C 0.14
16 C -1.34
17 C -0.61
18 O -0.58
19 C 0.27
20 C 0.03
21 C -1.11
22 C -0.72
23 C -0.84
24 C 0.12
25 H 0.19
26 H 0.32
27 H 0.38
28 H 0.48
29 H 0.42
30 H 0.35
31 H 0.37
32 H 0.11
33 H 0.22
34 H 0.49
35 H 0.46
36 H 0.52
37 H 0.41
38 H 0.51
39 H 0.38
40 H 0.41
41 H 0.41
42 H 0.16
43 H 0.53
44 H 0.55
45 H 0.48
46 H 0.36
47 H 0.32
48 H 0.48
49 H 0.56
50 H 0.36
51 H 0.82
52 H 0.58
53 H 0.45
54 H 0.72
55 H 0.86
56 H 0.48
57 H 0.45
58 H 0.58
59 C -0.72
60 C -0.55
61 O -0.37
62 C 0.06
63 O -0.86
64 C 0.71
65 F -0.31
66 F -0.31
67 F -0.23
68 H 0.23
69 H 0.46
70 H 0.09
71 H 0.32
72 H 0.30
73 H 0.19

=====

[2]
Here is a structure of composition C22H22BCl3MgN5O2S from the Open Molecules 2025 dataset. Energies are from ωB97M-V/def2-TZVPD.

HOMO-LUMO gap	0.24722	Ha
DFT total energy	-3279.66060	a.u.
charge	-1
ΔE to the lowest compared entry with this formula, charge and spin	0.00	kJ/mol

Element x y z (Å)
Mg1 0.817 -1.014 3.238
Cl1 2.075 -1.412 -3.759
C1 0.616 -1.104 -2.845
C2 0.397 0.151 -2.307
C3 -0.774 0.376 -1.604
C4 -1.731 -0.617 -1.417
C5 -3.018 -0.402 -0.636
C6 -3.103 0.864 0.227
N1 -2.017 1.025 1.179
C7 -1.484 2.256 1.516
C8 -0.403 1.973 2.286
N2 -0.267 0.614 2.400
C9 -1.282 -0.012 1.731
O1 -4.172 -0.530 -1.482
C10 -4.521 0.561 -2.307
C11 -3.485 0.951 -3.328
C12 -3.027 0.123 -4.309
Cl2 -3.517 -1.493 -4.584
S1 -1.825 0.846 -5.292
C13 -1.921 2.303 -4.399
C14 -2.837 2.219 -3.399
C15 -1.455 -1.869 -1.959
Cl3 -2.571 -3.183 -1.774
C16 -0.297 -2.126 -2.678
H1 1.132 0.934 -2.429
H2 -0.928 1.352 -1.164
H3 -3.094 -1.238 0.054
H4 -4.065 0.814 0.749
H5 -3.113 1.753 -0.409
H6 -1.907 3.191 1.186
H7 0.293 2.664 2.737
H8 -0.802 -1.777 2.005
H9 -4.790 1.442 -1.714
H10 -5.421 0.226 -2.827
H11 -1.292 3.139 -4.656
H12 -3.051 3.030 -2.716
H13 -0.121 -3.107 -3.094
B1 3.039 0.494 7.166
C17 2.311 -0.041 5.868
N3 1.781 -0.438 4.921
H14 4.221 0.253 7.026
H15 2.568 -0.103 8.109
H16 2.829 1.686 7.231
O2 -0.201 -2.358 2.441
N4 5.268 -0.845 -1.169
C18 4.344 -0.916 -0.142
C19 4.577 -0.267 1.069
C20 3.605 -0.310 2.043
N5 2.449 -0.959 1.887
C21 2.224 -1.596 0.731
C22 3.133 -1.590 -0.302
H17 6.218 -0.651 -0.903
H18 5.183 -1.537 -1.893
H19 5.500 0.273 1.237
H20 3.744 0.192 2.994
H21 1.267 -2.117 0.690
H22 2.902 -2.096 -1.225

The Mulliken scheme yields these atomic charges, measured in e:
1 Mg 0.74
2 Cl -0.23
3 C 0.08
4 C -1.20
5 C 0.16
6 C 0.78
7 C -0.61
8 C -1.38
9 N 0.54
10 C -0.24
11 C -0.82
12 N -0.49
13 C -0.72
14 O -0.49
15 C -1.11
16 C 0.22
17 C 0.99
18 Cl -0.16
19 S -0.20
20 C -0.43
21 C -0.80
22 C 0.66
23 Cl -0.23
24 C -0.60
25 H 0.48
26 H 0.41
27 H 0.81
28 H 0.19
29 H 0.42
30 H 0.40
31 H 0.46
32 H 0.63
33 H 0.34
34 H 0.46
35 H 0.47
36 H 0.40
37 H 0.46
38 B 0.01
39 C 0.33
40 N -0.54
41 H -0.13
42 H -0.13
43 H -0.13
44 O -1.03
45 N -0.50
46 C 1.16
47 C -0.73
48 C -0.42
49 N -0.27
50 C -0.48
51 C -0.59
52 H 0.22
53 H 0.22
54 H 0.31
55 H 0.34
56 H 0.54
57 H 0.44

=====

[3]
Here is an isolated molecule of C3H2N2O3 from the Open Molecules 2025 dataset. Energies are from ωB97M-V/def2-TZVPD.

HOMO-LUMO gap	0.36094	Ha
DFT total energy	-450.60523	a.u.
structure (SMILES)	O=COc1conn1
ΔE to the lowest compared entry with this formula, charge and spin	519.98	kJ/mol

Element x y z (Å)
O1 -2.182 -1.257 0.633
C1 -1.058 -1.619 0.832
O2 0.129 -1.066 0.512
C2 0.089 0.122 -0.158
C3 0.866 1.307 0.152
O3 1.071 2.022 -0.993
N1 0.558 1.147 -2.123
N2 -0.090 0.123 -1.453
H1 -0.867 -2.620 1.509
H2 1.483 1.842 1.087

The Mulliken scheme yields these atomic charges, measured in e:
1 O -0.41
2 C 0.22
3 O -0.27
4 C 0.32
5 C 0.01
6 O -0.15
7 N -0.21
8 N -0.09
9 H 0.26
10 H 0.31

=====

[4]
Here is a cluster of 2 separate species, C4H8OS in total from the Open Molecules 2025 dataset. Energies are from ωB97M-V/def2-TZVPD.

HOMO-LUMO gap	0.31669	Ha
DFT total energy	-630.45087	a.u.
ΔE to the lowest compared entry with this formula, charge and spin	483.22	kJ/mol

Element x y z (Å)
C1 -2.589 -0.824 0.427
C2 1.599 0.832 -1.153
C3 1.531 -0.757 0.727
C4 1.049 0.511 -0.003
O1 2.627 -1.382 0.173
S1 -3.769 -0.130 -0.457
H1 -2.859 -1.865 0.619
H2 -3.480 1.224 -0.259
H3 2.415 0.355 -1.490
H4 1.413 1.811 -1.416
H5 1.725 -0.616 1.803
H6 0.684 -1.368 0.763
H7 0.057 0.877 0.387
H8 2.454 -1.312 -0.803

The Mulliken scheme yields these atomic charges, measured in e:
1 C -0.29
2 C -0.87
3 C -0.31
4 C -0.08
5 O -0.50
6 S -0.07
7 H 0.20
8 H 0.16
9 H 0.33
10 H 0.31
11 H 0.33
12 H 0.21
13 H 0.29
14 H 0.29

=====

> Which value of HOMO-LUMO gap does entry 3 give?

0.36094 Ha